# 1
DFT (ωB97M-V/def2-TZVPD) results for 2 unconnected molecules or ions with the total composition C3H8OS2 at a distorted geometry.

Properties
Molecular weight = 124.230 g/mol
F_max = 3.0 eV/A
ΔE to the lowest compared entry with this formula, charge and spin = 96.10 kcal per mole
HOMO (spin up / spin down) = -7.348 / -7.474 eV
Kohn-Sham gap (spin up / spin down) = 7.448 / 8.015 eV
Net charge = 0
Total energy = -990.5575 hartree
LUMO (spin up / spin down) = 0.10 / 0.54 eV

Last column: natural (NBO) charge in e.
Element x y z (Å)
C (1.513, -1.332, 0.214)  -0.004
C (-0.477, 0.260, 0.594)  -0.398
H (1.791, -1.297, 1.243)  0.177
H (-2.379, 1.908, -0.104)  0.108
H (0.753, -2.001, -0.215)  0.184
O (2.314, -0.561, -0.488)  -0.646
C (-1.428, -0.010, -0.502)  -0.557
H (2.150, -0.589, -1.401)  0.488
H (-1.719, -0.997, -0.671)  0.220
S (0.547, 1.767, 0.352)  -0.077
H (-1.021, 0.491, -1.439)  0.220
H (-0.711, 0.091, 1.631)  0.200
S (-3.086, 0.872, -0.360)  -0.071
H (1.754, 1.397, 1.146)  0.156

# 2
DFT (ωB97M-V/def2-TZVPD) results for C3H8OS2 in the gas phase at a distorted geometry.

Properties
SMILES = OCCCSS
Molecular weight = 124.230 g/mol
F_max = 5.1 eV/A
ΔE to the lowest compared entry with this formula, charge and spin = 29.12 kcal per mole
HOMO = -8.358 eV
Kohn-Sham gap = 8.972 eV
Net charge = 0
Total energy = -990.6642 hartree
LUMO = 0.61 eV

Last column: natural (NBO) charge in e.
Element x y z (Å)
H (-0.802, 1.300, 4.446)  0.143
H (-0.752, -1.298, -0.196)  0.235
H (0.691, -1.039, 0.640)  0.204
H (-1.042, 1.118, -0.536)  0.224
H (0.429, -1.550, -3.155)  0.464
S (-0.746, 1.915, 3.200)  -0.168
C (-0.407, 0.818, 0.310)  -0.525
S (-1.528, 0.879, 1.748)  0.088
O (0.134, -1.693, -2.233)  -0.729
H (0.418, 1.467, 0.551)  0.230
C (0.041, -0.567, -0.112)  -0.438
H (0.880, 0.278, -1.917)  0.162
C (0.845, -0.627, -1.462)  -0.062
H (1.840, -1.002, -1.284)  0.171

# 3
DFT (ωB97M-V/def2-TZVPD) results for 2 unconnected molecules or ions with the total composition C3H8OS2 at a distorted geometry.

Properties
SMILES = C=CO.CSS
Molecular weight = 124.230 g/mol
F_max = 5.2 eV/A
ΔE to the lowest compared entry with this formula, charge and spin = 98.20 kcal per mole
HOMO = -8.146 eV
Kohn-Sham gap = 8.530 eV
Net charge = 0
Total energy = -990.5541 hartree
LUMO = 0.38 eV

Last column: natural (NBO) charge in e.
Element x y z (Å)
H (1.932, -2.393, -0.352)  0.240
S (0.588, 0.105, 2.661)  -0.200
H (0.273, -2.071, 0.453)  0.241
H (1.093, -0.771, -0.533)  0.213
S (2.010, -0.735, 1.431)  0.005
C (-1.320, 1.678, -1.767)  -0.506
H (-1.870, -0.063, 0.251)  0.471
C (-0.799, 0.934, -0.771)  0.111
H (-2.250, 1.834, -2.238)  0.221
C (1.200, -1.613, -0.004)  -0.669
O (-1.347, -0.353, -0.566)  -0.707
H (-0.252, 1.101, 0.174)  0.196
H (-0.632, 2.116, -2.554)  0.213
H (1.373, 0.232, 3.816)  0.172

# 4
DFT (ωB97M-V/def2-TZVPD) results for 2 unconnected molecules or ions with the total composition C3H8OS2.

Properties
SMILES = C/C=C/O.SS
Molecular weight = 124.230 g/mol
F_max = 0.9 eV/A
ΔE to the lowest compared entry with this formula, charge and spin = 19.90 kcal per mole
HOMO = -8.764 eV
Kohn-Sham gap = 8.952 eV
Net charge = 0
Total energy = -990.6789 hartree
LUMO = 0.19 eV

Last column: natural (NBO) charge in e.
Element x y z (Å)
H (0.012, -0.512, 0.237)  0.159
H (-0.153, 2.913, -0.029)  0.210
H (0.334, 1.488, -0.912)  0.203
H (3.089, -0.936, -1.200)  0.127
H (-1.153, 2.335, -1.351)  0.211
C (-1.257, 1.149, 0.481)  -0.264
O (-1.548, -0.865, 1.628)  -0.693
S (1.736, -3.167, -1.106)  -0.119
H (0.532, -2.642, -0.816)  0.122
S (2.903, -1.744, -0.153)  -0.127
C (-0.854, -0.090, 0.731)  0.113
H (-0.961, -1.496, 2.047)  0.477
C (-0.537, 2.011, -0.511)  -0.628
H (-2.141, 1.557, 0.955)  0.208

# 5
DFT (ωB97M-V/def2-TZVPD) results for 2 unconnected molecules or ions with the total composition C3H8OS2 at a distorted geometry.

Properties
2S+1 = 2
Molecular weight = 124.230 g/mol
F_max = 1.1 eV/A
ΔE to the lowest compared entry with this formula, charge and spin = 16.21 kcal per mole
HOMO (spin up / spin down) = -12.122 / -12.122 eV
Kohn-Sham gap (spin up / spin down) = 7.174 / 3.497 eV
Net charge = +1
Total energy = -990.3679 hartree
Expectation value of S² = 0.755
LUMO (spin up / spin down) = -4.95 / -8.62 eV

Last column: natural (NBO) charge in e.
Element x y z (Å)
H (2.344, 0.272, -0.277)  0.189
H (-3.586, 0.746, -0.084)  0.250
O (-1.870, 2.140, 1.455)  -0.530
H (-2.172, 1.117, -0.977)  0.224
H (1.798, -2.561, -0.072)  0.277
C (-3.052, 1.585, -0.535)  -0.734
C (2.764, -2.793, 0.359)  -0.789
H (-3.141, 3.462, 0.646)  0.115
C (-2.613, 2.493, 0.576)  0.443
H (3.134, -3.797, 0.129)  0.289
S (4.082, -1.707, -0.173)  0.574
H (-3.712, 1.982, -1.299)  0.233
S (3.260, -0.165, -1.175)  0.182
H (2.764, -2.775, 1.426)  0.278

# 6
DFT (ωB97M-V/def2-TZVPD) results for C3H8OSe in the gas phase at a distorted geometry.

Properties
SMILES = C[Se]CCO
Molecular weight = 139.056 g/mol
F_max = 5.5 eV/A
ΔE to the lowest compared entry with this formula, charge and spin = 18.17 kcal per mole
HOMO = -7.931 eV
Kohn-Sham gap = 8.616 eV
Net charge = 0
Total energy = -2595.6733 hartree
LUMO = 0.69 eV

Last column: natural (NBO) charge in e.
Element x y z (Å)
C (-2.508, -0.052, -0.330)  -0.818
H (2.393, -1.950, 0.061)  0.485
C (0.280, 0.514, 0.083)  -0.635
H (-2.710, 0.184, -1.429)  0.213
O (2.277, -1.053, -0.445)  -0.718
H (0.082, 0.905, -0.836)  0.197
Se (-0.886, -0.905, 0.174)  0.296
H (-3.471, -0.441, 0.031)  0.239
C (2.046, 0.031, 0.356)  0.004
H (-2.388, 0.866, 0.126)  0.210
H (0.144, 1.219, 0.790)  0.187
H (2.167, -0.126, 1.462)  0.171
H (2.574, 0.807, -0.044)  0.171

# 7
DFT (ωB97M-V/def2-TZVPD) results for 2 unconnected molecules or ions with the total composition C3H8OSi at a distorted geometry.

Properties
Molecular weight = 88.182 g/mol
F_max = 2.9 eV/A
ΔE to the lowest compared entry with this formula, charge and spin = 97.07 kcal per mole
HOMO (spin up / spin down) = -8.166 / -7.846 eV
Kohn-Sham gap (spin up / spin down) = 7.655 / 7.462 eV
Net charge = 0
Total energy = -483.6879 hartree
LUMO (spin up / spin down) = -0.51 / -0.38 eV

Last column: natural (NBO) charge in e.
Element x y z (Å)
H (1.284, 1.757, -0.546)  0.114
H (-0.820, -2.096, 0.511)  0.272
H (-0.824, 2.484, -0.011)  0.197
H (-2.381, 1.275, -0.176)  0.207
H (-1.355, 1.537, 1.427)  0.197
C (-1.460, 1.645, 0.324)  -0.762
O (2.275, 0.817, 0.931)  -0.536
H (0.187, -3.065, -0.575)  0.273
Si (0.334, -0.494, -0.682)  1.141
H (0.912, -2.233, 0.947)  0.279
C (0.229, -2.129, 0.064)  -1.218
H (0.072, -0.275, -2.167)  -0.154
C (1.547, 0.778, -0.047)  -0.011

# 8
DFT (ωB97M-V/def2-TZVPD) results for 2 unconnected molecules or ions with the total composition C3H8S at a distorted geometry.

Properties
SMILES = C=C.CS
Molecular weight = 76.164 g/mol
F_max = 2.3 eV/A
ΔE to the lowest compared entry with this formula, charge and spin = 44.85 kcal per mole
HOMO = -8.983 eV
Kohn-Sham gap = 9.936 eV
Net charge = 0
Total energy = -517.2091 hartree
LUMO = 0.95 eV

Last column: natural (NBO) charge in e.
Element x y z (Å)
C (-1.521, -1.816, 0.206)  -0.392
C (2.281, 1.854, 0.497)  -0.742
H (1.778, 1.298, -2.042)  0.142
H (3.104, 1.272, 0.915)  0.218
H (1.724, 1.732, 1.441)  0.230
S (1.557, 0.771, -0.799)  -0.082
H (-1.399, -1.600, 1.264)  0.201
H (-2.918, -1.572, -1.305)  0.183
H (-0.801, -1.970, -0.571)  0.208
C (-2.773, -1.658, -0.239)  -0.389
H (-3.558, -1.199, 0.351)  0.188
H (2.525, 2.887, 0.282)  0.235

# 9
DFT (ωB97M-V/def2-TZVPD) results for 2 unconnected molecules or ions with the total composition C3H8S at a distorted geometry.

Properties
SMILES = C=C.CS
Molecular weight = 76.164 g/mol
F_max = 1.7 eV/A
ΔE to the lowest compared entry with this formula, charge and spin = 33.52 kcal per mole
HOMO = -9.042 eV
Kohn-Sham gap = 9.968 eV
Net charge = 0
Total energy = -517.2272 hartree
LUMO = 0.93 eV

Last column: natural (NBO) charge in e.
Element x y z (Å)
C (2.151, 3.319, -1.224)  -0.721
H (2.687, 1.099, -0.299)  0.117
H (-1.838, -2.888, 0.642)  0.191
C (-3.100, -4.277, 1.624)  -0.380
H (2.966, 3.632, -0.577)  0.217
S (1.543, 1.745, -0.527)  -0.064
C (-2.845, -3.228, 0.849)  -0.388
H (2.604, 3.144, -2.197)  0.219
H (-4.071, -4.646, 1.917)  0.197
H (-2.229, -4.782, 2.035)  0.189
H (1.328, 4.015, -1.114)  0.232
H (-3.569, -2.428, 0.702)  0.191

# 10
DFT (ωB97M-V/def2-TZVPD) results for C3H8S in the gas phase at a distorted geometry.

Properties
SMILES = CCCS
Molecular weight = 76.164 g/mol
F_max = 4.0 eV/A
ΔE to the lowest compared entry with this formula, charge and spin = 18.75 kcal per mole
HOMO = -9.016 eV
Kohn-Sham gap = 10.026 eV
Net charge = 0
Total energy = -517.2507 hartree
LUMO = 1.01 eV

Last column: natural (NBO) charge in e.
Element x y z (Å)
C (0.721, 0.907, -1.161)  -0.605
S (-1.426, -1.652, 1.429)  -0.133
H (-1.008, -1.668, 2.763)  0.133
C (-0.413, 0.013, -0.624)  -0.412
H (-0.417, -0.944, -1.259)  0.203
H (0.791, 1.844, -0.539)  0.198
H (1.001, -0.689, 0.786)  0.197
H (-0.105, 0.327, 1.666)  0.211
H (0.458, 1.278, -2.081)  0.210
H (-1.327, 0.504, -0.643)  0.211
C (-0.006, -0.415, 0.820)  -0.422
H (1.731, 0.496, -1.157)  0.207